(1)
Computed, not measured: a molecular structure, CuI, with ωB97M-V with the def2-TZVPD basis set.

```
! RIJCOSX wB97M-V def2-TZVPD def2/J DEFGRID3
* xyz 1 2
Cu 1.38097 -0.24653 0.12001
I -1.38097 0.24653 -0.12001
*
```

The total energy comes out at -52731.1443 eV. The energy above the lowest of the compared OMol25 structures with the same formula, charge and spin is 5.1 kcal/mol. The HOMO-LUMO gap (alpha / beta) is 9.14 / 6.72 eV.

=====

(2)
Computed, not measured: a molecular structure, CuNO3 in a non-equilibrium geometry, with ωB97M-V with the def2-TZVPD basis set.

```
! RIJCOSX wB97M-V def2-TZVPD def2/J DEFGRID3
* xyz 1 2
Cu -0.99292 1.54910 2.29083
N 0.26422 -0.43780 -0.53137
O -0.35000 -0.13675 -1.56708
O -0.11427 0.22669 0.37469
O 1.19295 -1.20123 -0.56709
*
```

The total energy comes out at -52256.8826 eV. The HOMO-LUMO gap (alpha / beta) is 9.74 / 8.92 eV.

=====

(3)
Computed, not measured: a molecular structure, EuFNO2S2 in a non-equilibrium geometry, with ωB97M-V with the def2-TZVPD basis set.

```
! RIJCOSX wB97M-V def2-TZVPD def2/J DEFGRID3
* xyz 1 7
Eu -1.51811 -0.31988 1.31056
F -3.01779 -1.79815 1.33322
N 0.72334 0.12836 -1.65750
S -0.80346 -0.14228 -1.58631
S 1.69907 0.24205 -0.11406
O 0.62627 0.29066 0.99509
O 2.29069 1.59925 -0.28100
*
```

The total energy comes out at -49292.4575 eV. The HOMO-LUMO gap (alpha / beta) is 4.73 / 6.94 eV.

=====

(4)
Computed, not measured: a molecular structure, F18KN9Na4O36S18 in a non-equilibrium geometry, with ωB97M-V with the def2-TZVPD basis set.

```
! RIJCOSX wB97M-V def2-TZVPD def2/J DEFGRID3
* xyz -4 1
Na 1.09656 -0.86262 2.23898
Na 2.63443 2.83988 -1.98730
Na 1.37227 3.47472 0.73204
Na -1.02589 -2.95572 -0.05961
K -4.65175 0.53710 -2.35871
N 3.67622 2.82051 0.39518
S 4.32724 1.31094 0.80184
O 3.38051 0.55918 1.55150
O 5.68822 1.14157 1.11942
F 4.20559 0.74641 -0.65311
S 4.87870 3.69889 0.91383
O 6.01019 3.75462 0.05636
O 5.07351 3.75208 2.32293
F 4.16782 5.11621 0.56727
N 0.06056 -1.02455 4.26805
S -0.33891 -0.00981 5.39565
O -0.60372 -0.61155 6.66706
O -1.09109 1.13134 5.00960
F 1.14622 0.56947 5.68426
S -1.15846 -2.14906 4.44666
O -2.46158 -1.66912 4.68753
O -0.68586 -3.33231 5.05458
F -1.16346 -2.56691 2.89184
N 3.78176 -0.36071 -5.58788
S 4.01071 -0.05138 -4.05844
O 3.08773 0.90156 -3.49108
O 5.32950 -0.19025 -3.53183
F 3.32242 -1.36975 -3.49756
S 4.88609 0.54643 -6.33247
O 6.12966 -0.10417 -6.58494
O 4.81101 1.95555 -6.09942
F 4.20731 0.44595 -7.79629
N -0.98209 -4.03762 -2.20578
S 0.09373 -5.12001 -2.64272
O 1.33687 -4.60543 -3.11205
O -0.37525 -6.25816 -3.36508
F 0.44219 -5.62724 -1.17359
S -1.13003 -3.23858 -3.66822
O -1.70779 -4.03916 -4.69064
O -0.14537 -2.29889 -4.05170
F -2.34232 -2.29782 -3.18057
N -0.25025 -0.68620 0.17153
S 0.42837 -0.09458 -1.15489
O 1.55387 0.77490 -0.93812
O -0.36608 0.14797 -2.30412
F 1.07676 -1.45531 -1.58797
S -1.38966 0.53784 0.38675
O -2.50423 0.42680 -0.46873
O -0.82471 1.78624 0.77158
F -1.86334 -0.05418 1.74681
N -3.04868 -3.83228 0.83379
S -4.30966 -2.81290 0.96194
O -4.09240 -1.55019 1.56259
O -5.61416 -3.37639 1.02716
F -4.26996 -2.41037 -0.63676
S -3.44540 -4.83264 2.03122
O -4.32427 -5.87628 1.61108
O -3.56860 -4.31690 3.34957
F -2.05223 -5.61897 2.00617
N -6.11316 3.67867 2.09893
S -6.53432 3.22084 0.58514
O -6.46999 4.18604 -0.45642
O -7.60519 2.27444 0.54913
F -5.21150 2.34327 0.34588
S -7.41773 4.47050 2.53787
O -8.45493 3.72200 3.17147
O -7.79279 5.55338 1.67885
F -6.76536 5.29962 3.75383
N 2.84168 -2.55928 2.25748
S 4.39578 -2.55325 2.68964
O 5.23899 -2.08867 1.63920
O 4.83838 -3.65731 3.45327
F 4.42747 -1.29591 3.64783
S 2.80503 -3.61384 1.08017
O 3.25732 -4.92006 1.39313
O 3.02268 -3.12779 -0.22539
F 1.17971 -3.82422 1.10579
N 0.72560 4.35965 -1.47954
S 0.75063 6.04846 -1.59293
O 0.32521 6.69217 -0.39842
O 0.45777 6.64100 -2.84155
F 2.33288 6.13821 -1.44707
S -0.85129 4.18424 -1.83232
O -1.25308 4.49984 -3.16012
O -1.68512 4.44546 -0.70944
F -0.87351 2.60438 -1.88960
*
```

The total energy comes out at -365065.7458 eV. The energy above the lowest of the compared OMol25 structures with the same formula, charge and spin is 0.0 kcal/mol. The HOMO-LUMO gap is 7.64 eV.

=====

(5)
Computed, not measured: a molecular structure, F24P4V in a non-equilibrium geometry, with ωB97M-V with the def2-TZVPD basis set.

```
! RIJCOSX wB97M-V def2-TZVPD def2/J DEFGRID3
* xyz -2 4
V 0.15868 -0.28545 -0.22639
P 2.18780 0.00289 2.24649
F 1.61787 -1.49136 2.46531
F 2.27439 -0.33404 0.61697
F 0.65201 0.51128 1.83213
F 2.72026 1.46358 1.98238
F 1.95455 0.29440 3.79255
F 3.68037 -0.52087 2.47172
P -2.24669 2.43241 0.52961
F -3.55730 1.52714 0.76336
F -2.81237 2.85132 -0.91952
F -2.95300 3.72094 1.20241
F -0.88778 3.24367 0.23722
F -1.67963 1.96237 1.95177
F -1.53605 1.07836 -0.19372
P -1.14228 -2.87872 0.25316
F -2.67069 -2.93532 0.65263
F -0.83516 -1.72842 1.36472
F -0.71818 -3.99848 1.29139
F 0.44162 -2.64199 -0.23273
F -1.34193 -3.98400 -0.88469
F -1.44065 -1.67240 -0.84031
P 1.18424 0.49823 -2.94625
F 1.65980 0.94162 -1.42147
F -0.27162 1.09078 -2.57262
F 1.60938 1.91472 -3.55433
F 0.65136 0.00113 -4.37556
F 2.62341 -0.11596 -3.19836
F 0.67759 -0.94784 -2.28786
*
```

The total energy comes out at -128092.6753 eV. The energy above the lowest of the compared OMol25 structures with the same formula, charge and spin is 0.0 kcal/mol. The HOMO-LUMO gap (alpha / beta) is 9.02 / 12.52 eV.

=====

(6)
Computed, not measured: a single F2H2N2O2S molecule in a non-equilibrium geometry, with ωB97M-V with the def2-TZVPD basis set.

```
! RIJCOSX wB97M-V def2-TZVPD def2/J DEFGRID3
* xyz 0 3
N -0.06489 -0.15944 0.15861
N -2.31882 0.06695 1.29240
O -2.04303 0.13698 -1.30043
O -1.73456 -2.03675 -0.16733
F -2.68686 1.38205 1.03582
F -3.48977 -0.62018 1.10678
S -1.56907 -0.63179 -0.20232
H 0.39225 -1.01938 0.00419
H 0.36661 0.67955 -0.34382
*
```

The total energy comes out at -23367.1259 eV. The energy above the lowest of the compared OMol25 structures with the same formula, charge and spin is 92.9 kcal/mol. The HOMO-LUMO gap (alpha / beta) is 6.14 / 8.18 eV.

=====

(7)
Computed, not measured: 2 unconnected molecules or ions with the total composition F2H2O2Si, with ωB97M-V with the def2-TZVPD basis set.

```
! RIJCOSX wB97M-V def2-TZVPD def2/J DEFGRID3
* xyz 0 1
O 0.65241 -0.92104 -0.48945
Si 0.60412 0.09025 0.61883
O -0.61869 1.06002 0.91010
F 1.71326 0.41090 1.70714
H -0.64679 1.76053 1.56174
F -1.19515 -1.21389 -2.48219
H -0.50916 -1.18679 -1.82616
*
```

The total energy comes out at -17443.4909 eV. The energy above the lowest of the compared OMol25 structures with the same formula, charge and spin is 75.0 kcal/mol. The SMILES is O=[Si](O)F.F. The HOMO-LUMO gap is 11.50 eV.

=====

(8)
Computed, not measured: a molecular structure, F2H48O24Y in a non-equilibrium geometry, with ωB97M-V with the def2-TZVPD basis set.

```
! RIJCOSX wB97M-V def2-TZVPD def2/J DEFGRID3
* xyz 1 1
Y 0.37454 0.03760 0.24280
F -1.08501 0.02770 -1.59482
F 0.88438 2.35257 0.66342
O -0.23299 -0.29561 -4.17789
H -0.39199 -0.29641 -3.23399
H -0.52879 -1.15721 -4.47181
O 0.61615 0.18193 2.64848
H 0.30609 1.03571 2.95041
H 0.70196 -0.33845 3.44727
O 1.25645 -1.14988 4.82734
H 1.45012 -1.89957 5.39010
H 0.70726 -0.58067 5.36643
O -0.58881 -4.49510 0.51070
H -1.06176 -4.44496 -0.31998
H -0.46035 -5.43221 0.65753
O 5.10372 -0.35648 0.16048
H 5.35877 -0.20827 -0.75013
H 5.71040 -1.02746 0.47346
O -3.71682 2.22716 0.01611
H -4.10306 3.01422 0.40029
H -3.54403 2.46477 -0.89489
O 3.70441 -0.72707 -2.68219
H 4.30459 -1.46689 -2.58899
H 4.01746 -0.26021 -3.45697
O 2.34630 2.93152 3.04516
H 3.01148 2.28112 2.81990
H 1.69378 2.85860 2.34864
O 2.55534 4.47027 -0.23172
H 2.03871 3.80619 0.22469
H 2.04500 4.67468 -1.01531
O 0.95753 -1.97748 -1.15013
H 0.49605 -2.34134 -1.90569
H 1.68869 -2.57764 -1.00366
O -2.65310 -1.66121 2.73345
H -2.78836 -0.95902 3.36974
H -2.61139 -2.45862 3.26130
O -0.96157 2.08427 3.63116
H -1.64943 1.54524 4.02170
H -0.83371 2.79909 4.25479
O -1.72938 -3.80070 -1.94435
H -1.13395 -3.57693 -2.65962
H -1.96025 -4.71620 -2.10180
O 2.48843 -0.81550 0.92918
H 2.69124 -1.74279 1.05267
H 3.33861 -0.40165 0.78032
O -1.90314 2.92353 -2.53000
H -1.30750 2.20399 -2.32096
H -1.59355 3.65446 -1.99510
O -3.64976 -0.39570 -3.24258
H -3.31501 -1.10132 -3.79601
H -2.88755 -0.09811 -2.74589
O 3.21268 -3.54695 -0.39806
H 3.05747 -4.49109 -0.42523
H 4.13017 -3.46193 -0.13882
O -0.48534 -1.88854 1.23163
H -0.44042 -2.78123 0.88912
H -1.27794 -1.87695 1.76818
O 1.65008 0.72558 -1.53269
H 2.29177 0.21427 -2.02567
H 1.28829 1.33820 -2.17303
O -3.13042 -1.71284 -0.70067
H -2.69778 -1.01751 -1.19622
H -2.70067 -2.51742 -0.99084
O -0.30738 5.26276 1.16582
H 0.01248 4.43224 0.81345
H 0.14631 5.35881 2.00318
O 0.86346 2.38668 -3.48103
H 0.45825 3.20557 -3.76643
H 0.32659 1.70165 -3.87945
O -4.94070 -0.00821 0.63676
H -4.32181 -0.66328 0.31416
H -4.59838 0.82514 0.31338
O -1.62603 1.01843 1.20629
H -1.56670 1.43792 2.06463
H -2.50011 1.24472 0.88849
*
```

The total energy comes out at -56401.3299 eV. The energy above the lowest of the compared OMol25 structures with the same formula, charge and spin is 8.6 kcal/mol. The HOMO-LUMO gap is 8.38 eV.

=====

(9)
Computed, not measured: a single F2INO3S molecule in a non-equilibrium geometry, with ωB97M-V with the def2-TZVPD basis set.

```
! RIJCOSX wB97M-V def2-TZVPD def2/J DEFGRID3
* xyz 0 1
N 0.23502 -1.20007 0.35898
O 0.62085 -0.44457 -2.03553
O -1.23548 0.54764 -0.68931
O -0.49738 3.01960 0.99767
F 0.31168 -2.32943 -0.27778
F 1.30516 -1.15467 1.28427
S 0.40509 0.20160 -0.78866
I -1.14494 1.35990 1.15037
*
```

The total energy comes out at -31994.3890 eV. The energy above the lowest of the compared OMol25 structures with the same formula, charge and spin is 60.1 kcal/mol. The HOMO-LUMO gap is 8.33 eV.

=====

(10)
Computed, not measured: 2 unconnected molecules or ions with the total composition F2N2O2 in a non-equilibrium geometry, with ωB97M-V with the def2-TZVPD basis set.

```
! RIJCOSX wB97M-V def2-TZVPD def2/J DEFGRID3
* xyz 0 3
N 1.31505 0.30591 0.13404
N -1.44464 0.39046 -0.14718
O 1.51280 -0.50749 -0.67062
O 1.66223 0.60106 1.20302
F -1.64246 -0.26613 -1.29144
F -1.40298 -0.52381 0.77218
*
```

The total energy comes out at -12501.8145 eV. The energy above the lowest of the compared OMol25 structures with the same formula, charge and spin is 0.0 kcal/mol. The HOMO-LUMO gap (alpha / beta) is 10.43 / 11.13 eV.

=====

(11)
Computed, not measured: 2 unconnected molecules or ions with the total composition F2NOP in a non-equilibrium geometry, with ωB97M-V with the def2-TZVPD basis set.

```
! RIJCOSX wB97M-V def2-TZVPD def2/J DEFGRID3
* xyz 0 1
N -0.09592 -0.03472 1.88823
O 1.03085 0.04293 2.08839
F 0.73716 0.68337 -1.08698
F -1.45711 -0.01653 -1.80717
P -0.21498 -0.67505 -1.08246
*
```

The total energy comes out at -18258.4818 eV. The energy above the lowest of the compared OMol25 structures with the same formula, charge and spin is 38.9 kcal/mol. The HOMO-LUMO gap (alpha / beta) is 5.69 / 5.71 eV.

=====

(12)
Computed, not measured: a molecular structure, F2NaTl in a non-equilibrium geometry, with ωB97M-V with the def2-TZVPD basis set.

```
! RIJCOSX wB97M-V def2-TZVPD def2/J DEFGRID3
* xyz 2 1
Na 1.28857 0.12739 0.61045
Tl -1.56856 -0.52919 0.18949
F 0.46831 -0.73319 -0.81880
F -0.18831 1.13499 0.01886
*
```

The total energy comes out at -14519.3754 eV. The HOMO-LUMO gap is 6.07 eV.